A | DFT (the ωB97M-V functional and the def2-TZVPD basis) results for 2 unconnected molecules or ions with the total composition C5H15N3.

Bonds (Å) are listed after each position.
Cartesian coordinates (Å):
1 N -0.44 -0.11 0.89  C2 1.322, H6 1.016, C10 1.402
2 C 0.81 -0.28 1.27  N1 1.322, N12 1.406, N19 1.397
3 H 0.69 1.08 2.80  N12 1.012
4 H 2.15 1.13 -1.68  C14 1.085
5 H -0.87 -1.66 -2.04  C11 1.093
6 H -0.94 0.55 1.47  N1 1.016
7 H -0.14 -2.28 -0.57  C11 1.088
8 H 1.48 -1.27 -0.34  N19 1.013
9 H 2.65 -0.89 0.74  N19 1.014
10 C -1.03 -0.29 -0.37  N1 1.402, C11 1.514, C23 1.513
11 C -0.97 -1.69 -0.95  H5 1.093, H7 1.088, C10 1.514, H17 1.097
12 N 1.34 0.44 2.36  C2 1.406, H3 1.012, H13 1.012
13 H 1.95 -0.11 2.94  N12 1.012
14 C 1.29 1.67 -1.29  H4 1.085, H16 1.091, H21 1.158, H22 1.082
15 H -3.16 -0.28 0.19  C23 1.101
16 H 1.58 2.10 -0.34  C14 1.091
17 H -1.87 -2.26 -0.72  C11 1.097
18 H -2.43 1.32 -0.05  C23 1.093
19 N 1.69 -1.18 0.64  C2 1.397, H8 1.013, H9 1.014
20 H -2.79 0.29 -1.44  C23 1.090
21 H 0.38 0.96 -1.16  C14 1.158
22 H 1.04 2.47 -1.97  C14 1.082
23 C -2.43 0.29 -0.41  C10 1.513, H15 1.101, H18 1.093, H20 1.090

B | DFT (the ωB97M-V functional and the def2-TZVPD basis) results for 2 unconnected molecules or ions with the total composition C5H15N3.

Bonds (Å) are listed after each position.
Cartesian coordinates (Å):
1 H -3.11 0.53 0.99  C7 1.085
2 H -1.01 1.25 -0.41  C10 1.096
3 H 3.13 -1.04 -1.07  C11 1.093
4 N 0.71 2.41 -0.36  H8 1.021, C10 1.368
5 H 4.04 -0.98 0.41  C11 1.087
6 N -0.02 -1.12 0.18  H9 1.018, H18 1.081, C21 1.398
7 C -3.31 0.09 0.01  H1 1.085, H15 1.090, H16 1.100, N20 1.431
8 H 0.22 2.82 -1.15  N4 1.021
9 H -0.33 -0.95 1.13  N6 1.018
10 C -0.03 1.35 0.08  H2 1.096, N4 1.368, H13 1.097, C21 1.625
11 C 3.03 -1.10 0.02  H3 1.093, H5 1.087, C17 1.518, H23 1.086
12 H 1.89 -0.18 1.60  C17 1.095
13 H -0.23 1.38 1.15  C10 1.097
14 H -2.99 -1.63 -0.92  N20 1.021
15 H -3.14 0.82 -0.78  C7 1.090
16 H -4.38 -0.12 -0.06  C7 1.100
17 C 2.11 -0.01 0.54  C11 1.518, H12 1.095, C21 1.533, H22 1.089
18 H -0.97 -1.18 -0.34  N6 1.081
19 H 0.99 -0.07 -1.29  C21 1.098
20 N -2.57 -1.13 -0.13  C7 1.431, H14 1.021
21 C 0.77 -0.04 -0.21  N6 1.398, C10 1.625, C17 1.533, H19 1.098
22 H 2.54 0.98 0.39  C17 1.089
23 H 2.66 -2.09 0.23  C11 1.086

C | DFT (the ωB97M-V functional and the def2-TZVPD basis) results for C5H15N3 in the gas phase.

Bonds (Å) are listed after each position.
Cartesian coordinates (Å):
1 H 2.37 -1.30 -3.60  N20 1.005
2 H 1.75 -0.49 -0.22  C19 1.192
3 H 1.07 0.85 1.05  C8 1.053
4 H 1.11 0.50 -2.56  C18 1.305
5 H -0.38 1.18 3.51  N12 0.989
6 H -1.32 2.39 3.51  N12 1.014
7 H -0.21 2.99 1.08  C9 1.258
8 C 0.03 0.74 1.21  H3 1.053, C9 1.486, N15 1.529, H17 1.129
9 C -0.71 1.96 1.61  H7 1.258, C8 1.486, N12 1.444, H16 1.046
10 H -1.95 -0.77 -1.09  C14 1.072
11 H 0.60 -2.02 -0.53  C19 1.215
12 N -0.50 2.04 3.04  H5 0.989, H6 1.014, C9 1.444
13 H -2.46 -0.59 0.63  C14 1.200
14 C -1.58 -0.94 -0.10  H10 1.072, H13 1.200, N15 1.490, H23 1.122
15 N -0.39 -0.04 -0.04  C8 1.529, C14 1.490, C19 1.504
16 H -1.69 2.06 1.24  C9 1.046
17 H 0.05 0.18 2.18  C8 1.129
18 C 0.92 -0.75 -2.23  H4 1.305, C19 1.548, N20 1.477, H21 1.253
19 C 0.71 -0.82 -0.70  H2 1.192, H11 1.215, N15 1.504, C18 1.548
20 N 2.10 -1.53 -2.66  H1 1.005, C18 1.477, H22 1.019
21 H -0.07 -1.08 -2.92  C18 1.253
22 H 2.05 -2.54 -2.53  N20 1.019
23 H -1.48 -2.04 0.11  C14 1.122

Calculated values
**SMILES**: CN(CCN)CCN

So which one is most stable? That would be A, about 113.3 kJ/mol below the next structure.